1.
{
  "formula": "C4H5NO3",
  "method": "wB97M-V/def2-TZVPD",
  "e_homo_ev": -8.943,
  "energy_ha": -435.78162,
  "lumo_energy_ev": 0.4,
  "fmax_ha_per_bohr": 0.0561,
  "orbital_gap_ev": 9.356,
  "elements": ["O", "O", "O", "N", "C", "C", "C", "C", "H", "H", "H", "H", "H"],
  "positions_angstrom": [[-0.38248, 0.89979, 1.50630], [2.46587, 0.66948, -0.56706], [1.19163, -0.69071, 1.56316], [-2.08431, -0.51525, -0.37277], [1.27457, 0.83152, -0.38720], [0.56092, 0.34191, 0.99370], [0.22250, -0.48424, -1.44631], [-0.90884, -0.49332, -0.95321], [0.84770, -0.83830, 2.46008], [0.73566, 1.75525, -0.66210], [-2.06398, -0.77053, 0.61119], [-2.72465, 0.23761, -0.58923], [0.86542, -0.94322, -2.15656]]
}

2.
{
  "formula": "C4H5NO3",
  "method": "wB97M-V/def2-TZVPD",
  "e_homo_ev": -9.332,
  "energy_ha": -435.75442,
  "lumo_energy_ev": 0.2,
  "smiles": "O=C[C@@H]1CC(=O)NO1",
  "fmax_ha_per_bohr": 0.1819,
  "orbital_gap_ev": 9.541,
  "elements": ["O", "O", "O", "N", "C", "C", "C", "C", "H", "H", "H", "H", "H"],
  "positions_angstrom": [[-2.67352, -0.52415, -0.85338], [-0.21637, -1.31852, 0.25327], [2.87377, -0.00311, -0.48193], [0.94887, -1.25648, -0.22394], [0.43337, 0.88594, -0.09343], [-2.06304, 0.17235, -0.00095], [-0.57454, -0.04839, 0.61954], [1.62641, -0.13031, -0.27662], [-0.28600, 0.05258, 1.73888], [-2.58386, 1.24519, 0.05605], [0.80625, 1.84527, 0.35747], [1.57878, -2.06861, -0.01983], [0.12986, 1.14825, -1.07513]]
}

3.
{
  "formula": "C4H5NO3",
  "method": "wB97M-V/def2-TZVPD",
  "e_homo_ev": -7.673,
  "energy_ha": -435.59424,
  "lumo_energy_ev": -0.8,
  "fmax_ha_per_bohr": 0.1514,
  "orbital_gap_ev": 6.868,
  "elements": ["O", "O", "O", "N", "C", "C", "C", "C", "H", "H", "H", "H", "H"],
  "positions_angstrom": [[1.71669, 1.64823, 0.01234], [1.86220, -1.53927, 0.14248], [-2.78130, 0.14481, 0.12367], [-0.60270, 0.93081, -0.28320], [-0.51307, -1.32425, -0.21536], [0.75494, -0.63300, 0.14066], [-1.29799, -0.19938, -0.29649], [0.77544, 0.74943, -0.03059], [-3.31435, -0.68268, 1.29443], [-0.35121, -2.53227, -0.22296], [1.50365, 2.50808, 0.44846], [-1.20429, 1.82588, 0.61769], [2.88844, -1.22167, 0.02753]]
}

4.
{
  "formula": "C4H5NO3S2",
  "method": "wB97M-V/def2-TZVPD",
  "e_homo_ev": [-8.068, -8.068],
  "energy_ha": -1232.15330,
  "lumo_energy_ev": [0.4, 0.4],
  "smiles": "NS(=O)(=O)c1ccsc1O",
  "fmax_ha_per_bohr": 0.1204,
  "orbital_gap_ev": [8.454, 8.453],
  "elements": ["S", "S", "O", "O", "O", "N", "C", "C", "C", "C", "H", "H", "H", "H", "H"],
  "positions_angstrom": [[-0.03507, -0.10946, -1.47459], [-0.30545, -0.98377, 2.79332], [-2.04099, -1.04140, 0.55679], [1.05570, -0.34159, -2.40410], [-1.16050, -1.00592, -1.66114], [-0.71647, 1.43055, -1.71113], [1.49802, 0.11677, 1.07250], [-0.90320, -0.79507, 1.17011], [0.45938, -0.20280, 0.20537], [1.28614, -0.19371, 2.38973], [2.35816, 0.54661, 0.79078], [-1.92737, -0.78318, -0.47014], [1.85359, 0.12982, 3.23692], [-0.06204, 2.02205, -2.06736], [-1.35991, 1.21110, -2.42708]]
}